1.
Below is an isolated molecule of C7H17NO, with properties calculated with the ωB97M-V functional and the def2-TZVPD basis.

Structure (XYZ):
```
26
Properties=species:S:1:pos:R:3:forces:R:3
C -0.0476 0.4048 0.3008 0.1 2.2 -2.1
C 0.0196 -0.8400 -0.5749 -1.0 -2.3 2.5
C -0.2070 1.6272 -0.8212 0.2 -0.6 1.6
C 0.8344 -2.4924 1.2150 0.4 0.0 0.1
C 1.2292 0.7158 1.0944 0.0 -0.1 -0.2
C -1.2719 0.4274 1.2212 0.1 -0.3 -0.2
C -1.4695 1.6634 -1.6683 -0.1 -0.1 0.0
N 1.1839 -1.0106 -1.3872 0.9 0.0 0.0
O -0.1989 -2.0628 0.3677 0.0 1.3 -2.1
H -0.8663 -0.9057 -1.2082 -0.3 0.0 0.4
H 1.0467 -0.5963 -2.3030 0.0 0.0 0.1
H 1.3788 -1.9960 -1.5397 -0.2 0.1 0.1
H 0.6756 1.6616 -1.4677 0.0 -0.2 0.2
H -0.1732 2.5440 -0.2210 0.1 0.0 -0.1
H 1.8318 -2.3822 0.7659 -0.1 0.1 0.1
H 0.6964 -3.5587 1.4329 -0.2 0.1 -0.2
H 0.8062 -1.9762 2.1832 0.1 0.0 -0.1
H 1.3923 -0.0027 1.8991 0.0 0.1 -0.1
H -1.1297 -0.2538 2.0644 0.0 0.1 -0.1
H 2.1171 0.7177 0.4550 -0.2 -0.1 0.0
H 1.1591 1.7057 1.5590 -0.1 -0.1 -0.1
H -1.4452 1.4340 1.6165 0.1 -0.1 -0.1
H -2.1764 0.1045 0.6980 0.1 0.0 0.0
H -1.5012 0.8464 -2.3931 -0.1 0.0 0.0
H -2.3731 1.6248 -1.0541 0.1 -0.1 -0.1
H -1.5111 2.6002 -2.2348 0.0 -0.1 0.0
```
Forces are in eV/Å.

Computed properties:
SMILES string   CCC(C)(C)[C@@H](N)OC
Gap between HOMO and LUMO   10.195 eV
HOMO energy   -0.342 Eh
Largest force on an atom   3.5 eV/Å
Net charge   0



2.
Below is a 10-piece molecular cluster, C5H29NO10 overall, with properties calculated with the ωB97M-V functional and the def2-TZVPD basis.

Structure (XYZ):
```
45
Properties=species:S:1:pos:R:3:forces:R:3
C -1.4221 -0.0633 -0.4008 -1.6 2.9 0.2
N -0.1368 0.2941 -0.8595 0.9 1.5 -0.7
C -0.0352 1.4125 -1.8816 -4.4 -3.2 0.4
C 0.2130 2.7174 -1.1660 1.8 3.3 0.1
C 0.3063 2.6152 0.3583 -1.3 -4.5 0.4
O 1.1014 2.8495 1.2267 1.8 2.6 -0.3
C 0.7380 1.0278 -3.1123 2.4 0.5 -0.6
H -1.7657 0.8522 0.2210 0.1 -1.8 -0.3
H -1.5951 -1.0028 0.0538 0.7 -0.7 1.1
H -2.1555 -0.0828 -1.1834 -0.5 0.1 -1.0
H 0.5329 -0.4072 -0.9205 1.2 -1.4 -0.5
H -1.1307 1.4283 -2.2927 1.6 0.3 0.8
H 1.1203 3.2868 -1.5068 -0.3 -0.9 0.1
H -0.5460 3.4795 -1.4084 -0.2 -0.4 0.2
H -0.3067 1.7732 0.7821 -1.3 1.0 -1.0
H 0.4972 1.8426 -3.8471 1.1 -0.4 0.6
H 1.8557 0.9230 -2.7915 -1.6 0.6 -1.1
H 0.5050 0.1110 -3.7262 -0.4 0.6 1.5
H -1.0955 1.7235 3.8853 0.2 0.8 -0.5
H -0.4670 2.6545 2.7634 -0.4 -0.2 0.8
O -1.0725 2.6369 3.5357 0.3 -0.6 -0.2
H -1.0533 -2.5745 -3.7783 1.1 -0.9 -0.8
H -0.9212 -1.8853 -2.3366 -1.6 -0.8 -2.6
O -1.5395 -2.0888 -3.1460 0.5 1.8 3.4
H 2.2362 -3.3996 2.3337 -1.3 -0.5 1.8
H 2.4365 -2.9165 0.9970 -1.7 1.5 -3.3
O 2.8956 -3.2393 1.7056 3.0 -1.2 2.1
H -3.9829 1.4632 2.4049 -0.8 1.2 -3.2
H -3.3640 1.3802 1.0460 1.4 -0.6 -1.0
O -4.1411 1.7568 1.4008 -0.6 -0.5 4.3
H 3.1432 -1.7084 -0.7140 0.2 0.0 0.2
H 3.3903 -3.2189 -0.6377 1.5 -1.4 0.2
O 2.7310 -2.5808 -0.7641 -2.0 1.2 -1.0
H 1.3519 0.8038 2.6076 0.2 0.3 0.7
H 1.0237 0.4288 1.2495 -0.3 -0.2 -1.1
O 1.2924 0.0201 2.0649 0.0 -0.3 0.5
H -2.9097 -2.8420 -1.3865 -0.8 4.0 -3.9
H -2.5269 -3.0047 0.1291 -0.6 -0.3 -1.6
O -2.7649 -3.4215 -0.7400 1.3 -3.8 5.6
H 4.7142 -0.1585 -0.0334 0.1 -0.3 -0.3
H 3.4987 0.5559 0.4920 0.1 -1.8 -1.5
O 3.7627 -0.1587 -0.1901 -0.1 2.5 1.8
H -0.7927 -1.1612 2.7571 -1.7 -0.1 0.1
H -1.8338 -0.8925 3.8868 -0.1 -1.0 -2.3
O -1.7874 -1.2297 2.9219 2.0 1.1 2.2
```
Forces are in eV/Å.

Computed properties:
SMILES string   CN[C@H](C)CC=O.O.O.O.O.O.O.O.O.O
Gap between HOMO and LUMO   9.519 eV
HOMO energy   -0.350 Eh
Largest force on an atom   6.9 eV/Å
Net charge   0